Entry 1:
The following is a quantum chemistry calculation of a molecular structure, C24H23ClNO7ReSi2, from the OMol25 dataset.

```
59
Properties=species:S:1:pos:R:3:forces:R:3:mulliken_charge:R:1
Re 0.32959 0.23245 0.84300 -0.13 -0.26 -0.19 1.63
O 5.53685 2.76822 2.87365 -0.02 0.00 0.01 -0.57
C 4.39635 2.20313 2.38995 0.00 0.01 0.00 1.10
C 4.39857 1.33564 1.30368 0.00 0.00 -0.02 -0.54
C 3.19852 0.81069 0.87522 -0.03 0.06 -0.02 0.09
N 2.05007 1.13022 1.47985 0.12 0.03 0.02 0.25
C 2.04192 1.94478 2.53760 0.01 -0.06 0.01 0.48
C 3.19642 2.51323 3.02324 0.00 -0.01 0.00 -0.78
C 0.64768 2.13793 3.07382 -0.05 0.15 -0.13 0.10
O 0.41891 2.88556 4.00049 0.01 -0.05 0.05 -0.72
O -0.23530 1.45282 2.39939 0.09 -0.05 0.00 -0.70
C 3.02150 -0.15120 -0.26934 0.03 -0.16 0.12 0.17
O 3.97055 -0.53448 -0.92489 -0.01 0.06 -0.05 -0.77
O 1.78091 -0.51253 -0.42589 -0.06 0.04 -0.03 -0.50
H 6.28502 2.46065 2.35259 0.02 -0.01 -0.02 0.29
H 5.30183 1.05190 0.77721 0.00 0.00 0.01 0.44
H 3.15237 3.17363 3.87735 0.01 0.00 0.00 0.57
Cl -4.31891 -3.55910 4.38049 -0.01 0.00 0.00 -0.28
C -2.82540 -2.97565 3.67057 0.00 0.02 -0.02 0.24
C -1.61468 -3.50477 4.08975 0.03 -0.01 -0.01 -0.49
C -0.42525 -3.04776 3.54508 -0.03 -0.03 0.02 -0.57
C -0.42450 -2.03080 2.57668 0.05 -0.01 -0.10 0.03
O 0.68225 -1.52877 2.08112 -0.11 0.16 0.20 -0.92
C -1.68239 -1.53796 2.14130 0.23 -0.03 0.09 0.44
C -1.58611 -0.51541 1.08056 -0.60 0.29 0.04 -0.54
O -1.02721 -1.03237 -0.11883 0.57 -0.38 0.06 0.68
C -2.86588 -1.99505 2.69238 -0.01 -0.05 0.00 -0.86
H -1.60674 -4.27211 4.85335 0.00 0.00 0.00 0.40
H 0.52430 -3.44407 3.88185 0.00 0.00 0.00 0.43
H -2.46217 0.09893 0.87743 -0.03 -0.07 0.04 0.65
H -3.81587 -1.59575 2.35691 0.00 0.01 0.01 0.46
C -1.59311 3.00812 -0.65413 0.01 0.02 0.02 -1.33
Si -0.19303 1.77349 -0.99630 0.02 0.07 -0.03 0.01
C 1.28204 2.82763 -1.57466 0.01 -0.01 0.01 -1.42
C -0.78166 0.89956 -2.63529 -0.01 0.06 0.00 0.91
C -0.88709 1.77134 -3.72794 -0.01 0.01 -0.05 -0.83
C -1.28052 1.36019 -4.99266 0.02 0.01 0.02 -0.81
C -1.59024 0.02781 -5.21475 0.00 -0.01 0.03 -0.73
C -1.51051 -0.85739 -4.15268 -0.02 -0.02 -0.04 -0.53
C -1.12053 -0.45223 -2.87001 0.04 -0.03 0.02 0.64
Si -1.16746 -1.81089 -1.58602 -0.15 0.24 -0.10 -0.10
C -2.82988 -2.65446 -1.56096 -0.01 0.00 0.01 -1.27
C 0.20307 -3.04522 -1.73763 0.01 -0.01 0.02 -1.05
H -1.80195 3.64958 -1.51531 0.00 0.00 0.00 0.38
H -1.32429 3.64394 0.19362 -0.01 0.00 0.00 0.34
H -2.51713 2.48807 -0.38890 0.00 -0.01 0.00 0.30
H 1.05080 3.52651 -2.38238 0.00 0.00 0.00 0.45
H 2.09936 2.18419 -1.91315 0.01 0.01 0.00 0.33
H 1.65207 3.41414 -0.72723 0.00 0.00 0.00 0.30
H -0.65069 2.82062 -3.58822 0.00 0.00 0.00 0.15
H -1.34208 2.07933 -5.80144 0.00 0.00 0.00 0.39
H -1.89584 -0.31526 -6.19583 0.00 0.00 0.00 0.37
H -1.76933 -1.89900 -4.32936 0.00 0.00 0.00 0.26
H -2.96457 -3.28923 -2.43956 -0.01 0.01 -0.01 0.37
H -3.64262 -1.92647 -1.54005 0.00 0.00 0.01 0.32
H -2.90904 -3.28722 -0.67349 0.00 0.00 0.00 0.34
H 0.10840 -3.60669 -2.67096 0.01 0.00 0.00 0.41
H 0.16225 -3.74879 -0.90275 0.00 -0.01 -0.01 0.32
H 1.17033 -2.54368 -1.71746 0.00 0.01 0.00 0.27
```
Forces are in eV/Å.

## Properties
2S+1 ... 2
Orbital gap (spin up / spin down) ... 6.74 / 6.51 eV
Relative energy (zero: lowest compared OMol25 entry of this formula, charge and spin) ... 0.0 kJ/mol
Total charge ... -1
HOMO (spin up / spin down) ... -4.42 / -4.18 eV

Entry 2:
The following is a quantum chemistry calculation of a single C5H7NO2 molecule, from the OMol25 dataset.

```
15
Properties=species:S:1:pos:R:3:forces:R:3:mulliken_charge:R:1
C 0.31425 2.07493 -0.04884 2.28 -1.70 -4.17 -1.32
C 0.23736 0.59921 0.15498 0.29 3.84 -0.51 0.53
C 0.55425 -0.60454 -0.00562 -0.25 -0.65 -0.21 0.65
C 1.47121 -1.65455 -0.36554 -13.82 -2.13 0.25 -2.03
C -0.73541 -0.27551 0.77119 1.61 0.31 -7.40 -0.79
H -0.62402 2.37070 -0.41947 -0.99 0.67 -0.65 0.34
H 0.50048 2.48073 0.81445 0.26 2.32 5.38 0.41
H 1.23074 2.56338 -0.58633 -1.72 -1.61 0.00 0.28
H 0.94023 -2.51862 -0.92578 0.38 0.93 1.65 0.29
H 1.94297 -1.91048 0.39358 3.45 -3.31 7.59 0.51
H 2.15200 -1.58736 -0.91404 10.09 3.17 -9.22 0.81
H -0.80208 -0.52717 1.67570 -0.93 -1.74 7.32 0.52
N -1.98868 -0.39178 0.04191 -5.00 4.34 -3.53 0.90
O -2.45076 0.70906 -0.61208 2.98 -3.44 2.50 -0.56
O -2.74255 -1.32800 0.02589 1.35 -0.99 1.00 -0.54
```
Forces are in eV/Å.

## Properties
Orbital gap ... 10.04 eV
Relative energy (zero: lowest compared OMol25 entry of this formula, charge and spin) ... 858.4 kJ/mol
Total charge ... 0
HOMO ... -10.03 eV
SMILES ... CC1=C(C)C1[N+](=O)[O-]